The following is a DFT calculation (the ωB97M-V functional and the def2-TZVPD basis) of a cluster of 11 separate species, C36H69ClF4NO12P in total at a distorted geometry.

Last columns: bonded neighbours and bond lengths (Å).
Element x y z (Å)
1 O 5.6673 -2.9045 4.2634  C2 1.158
2 C 4.5340 -2.7464 4.0852  O1 1.158, F3 1.363, N4 1.417
3 F 3.6878 -3.1497 5.0751  C2 1.363
4 N 4.1065 -2.1201 2.8880  C2 1.417, C5 1.381, P8 1.847
5 C 3.7250 -3.0232 1.9160  N4 1.381, O6 1.158, F7 1.366
6 O 3.3781 -2.7992 0.8343  C5 1.158
7 F 3.7992 -4.3270 2.3152  C5 1.366
8 P 2.9192 -0.7299 3.1515  N4 1.847, Cl9 2.171, C10 1.854, C13 1.845, H16 1.416
9 Cl 1.6574 0.9714 3.6293  P8 2.171
10 C 1.4209 -1.8137 3.2846  P8 1.854, C11 1.566, H17 1.101, H18 1.098
11 C 0.5632 -1.8367 1.9751  C10 1.566, F12 1.394, H19 1.099, H20 1.098
12 F 0.0714 -3.1222 1.7545  C11 1.394
13 C 3.4740 0.2000 1.6576  P8 1.845, C14 1.567, H21 1.102, H22 1.099
14 C 4.3637 1.4211 2.0751  C13 1.567, F15 1.383, H23 1.096, H24 1.100
15 F 5.3927 1.5490 1.1596  C14 1.383
16 H 3.6102 -0.4557 4.3567  P8 1.416
17 H 1.6124 -2.8237 3.6798  C10 1.101
18 H 0.7705 -1.3394 4.0318  C10 1.098
19 H -0.3233 -1.1989 2.0985  C11 1.099
20 H 1.1008 -1.4487 1.1004  C11 1.098
21 H 2.5724 0.5576 1.1346  C13 1.102
22 H 4.0866 -0.3858 0.9580  C13 1.099
23 H 3.7224 2.3102 2.0651  C14 1.096
24 H 4.8096 1.2937 3.0730  C14 1.100
25 C -1.3619 0.6930 -1.5533  C26 1.501, H29 1.085, H30 1.090, H31 1.089
26 C 0.0172 0.8563 -0.9836  C25 1.501, C27 1.507, O28 1.217
27 C 1.1620 1.0000 -1.9534  C26 1.507, H32 1.089, H33 1.091, H34 1.091
28 O 0.2029 0.8731 0.2191  C26 1.217
29 H -2.0799 0.6038 -0.7444  C25 1.085
30 H -1.6210 1.5627 -2.1568  C25 1.090
31 H -1.4051 -0.2103 -2.1601  C25 1.089
32 H 1.0173 1.8853 -2.5707  C27 1.089
33 H 1.2352 0.1138 -2.5852  C27 1.091
34 H 2.0907 1.1103 -1.3920  C27 1.091
35 C -5.0383 -1.2819 -0.6175  C36 1.505, H39 1.090, H40 1.092, H41 1.091
36 C -5.0947 -0.1720 -1.6329  C35 1.505, C37 1.507, O38 1.213
37 C -6.4473 0.1677 -2.2041  C36 1.507, H42 1.092, H43 1.091, H44 1.089
38 O -4.0942 0.4225 -1.9757  C36 1.213
39 H -4.0079 -1.4211 -0.2911  C35 1.090
40 H -5.6497 -1.0253 0.2502  C35 1.092
41 H -5.3939 -2.2103 -1.0663  C35 1.091
42 H -7.1201 0.4858 -1.4056  C37 1.092
43 H -6.8611 -0.7029 -2.7160  C37 1.091
44 H -6.3433 0.9818 -2.9205  C37 1.089
45 C -7.0057 -5.4717 -3.7395  C46 1.508, H49 1.089, H50 1.091, H51 1.091
46 C -6.9396 -4.4183 -2.6630  C45 1.508, C47 1.508, O48 1.212
47 C -7.7584 -4.6514 -1.4181  C46 1.508, H52 1.091, H53 1.091, H54 1.089
48 O -6.2565 -3.4255 -2.7931  C46 1.212
49 H -6.3711 -5.1762 -4.5734  C45 1.089
50 H -6.6506 -6.4266 -3.3485  C45 1.091
51 H -8.0314 -5.5748 -4.0974  C45 1.091
52 H -7.4360 -5.5708 -0.9267  C47 1.091
53 H -8.8167 -4.7190 -1.6755  C47 1.091
54 H -7.6175 -3.8188 -0.7303  C47 1.089
55 C -0.0749 -5.9788 2.1027  C56 1.507, H59 1.086, H60 1.092, H61 1.092
56 C -1.2725 -6.4420 2.8912  C55 1.507, C57 1.509, O58 1.212
57 C -1.1196 -7.7028 3.7069  C56 1.509, H62 1.091, H63 1.091, H64 1.089
58 O -2.3166 -5.8271 2.8702  C56 1.212
59 H -0.3279 -5.0673 1.5689  C55 1.086
60 H 0.7586 -5.7716 2.7765  C55 1.092
61 H 0.2098 -6.7447 1.3783  C55 1.092
62 H -0.3325 -7.5717 4.4514  C57 1.091
63 H -0.8768 -8.5422 3.0533  C57 1.091
64 H -2.0559 -7.9175 4.2204  C57 1.089
65 C -1.4544 2.4456 -6.5717  C66 1.507, H69 1.089, H70 1.092, H71 1.091
66 C -1.2708 1.6182 -5.3261  C65 1.507, C67 1.508, O68 1.214
67 C -2.2909 0.5412 -5.0572  C66 1.508, H72 1.092, H73 1.091, H74 1.086
68 O -0.3352 1.8220 -4.5796  C66 1.214
69 H -0.6536 3.1800 -6.6373  C65 1.089
70 H -1.4174 1.8050 -7.4548  C65 1.092
71 H -2.4095 2.9724 -6.5332  C65 1.091
72 H -2.2912 -0.1809 -5.8760  C67 1.092
73 H -3.2822 0.9845 -4.9511  C67 1.091
74 H -2.0419 0.0243 -4.1356  C67 1.086
75 C 2.7970 5.2208 -8.4709  C76 1.509, H79 1.089, H80 1.091, H81 1.091
76 C 1.7151 5.2952 -7.4214  C75 1.509, C77 1.508, O78 1.211
77 C 2.1393 5.6442 -6.0168  C76 1.508, H82 1.091, H83 1.092, H84 1.089
78 O 0.5545 5.0830 -7.6961  C76 1.211
79 H 2.3522 4.9615 -9.4305  C75 1.089
80 H 3.2937 6.1882 -8.5634  C75 1.091
81 H 3.5248 4.4534 -8.2017  C75 1.091
82 H 2.6071 6.6300 -5.9996  C77 1.091
83 H 2.8385 4.8949 -5.6411  C77 1.092
84 H 1.2646 5.6620 -5.3690  C77 1.089
85 C 0.3918 4.2630 -0.6004  C86 1.508, H89 1.087, H90 1.091, H91 1.092
86 C 1.7160 4.9699 -0.7411  C85 1.508, C87 1.508, O88 1.212
87 C 1.6857 6.4648 -0.9333  C86 1.508, H92 1.092, H93 1.091, H94 1.087
88 O 2.7629 4.3602 -0.7027  C86 1.212
89 H 0.5685 3.1979 -0.4709  C85 1.087
90 H -0.1417 4.6401 0.2740  C85 1.091
91 H -0.2079 4.4149 -1.5006  C85 1.092
92 H 1.2097 6.9421 -0.0742  C87 1.092
93 H 1.1433 6.7121 -1.8469  C87 1.091
94 H 2.7037 6.8360 -1.0215  C87 1.087
95 C 5.3565 -1.3836 10.0693  C96 1.509, H99 1.089, H100 1.091, H101 1.091
96 C 4.8673 -1.6026 8.6585  C95 1.509, C97 1.508, O98 1.211
97 C 5.7763 -2.3581 7.7224  C96 1.508, H102 1.091, H103 1.092, H104 1.085
98 O 3.7896 -1.1886 8.2934  C96 1.211
99 H 4.6056 -0.8289 10.6297  C95 1.089
100 H 5.5227 -2.3444 10.5596  C95 1.091
101 H 6.2832 -0.8073 10.0573  C95 1.091
102 H 5.9613 -3.3622 8.1080  C97 1.091
103 H 6.7187 -1.8186 7.6104  C97 1.092
104 H 5.3100 -2.4468 6.7464  C97 1.085
105 C 5.5108 7.9731 -4.4953  C106 1.509, H109 1.089, H110 1.091, H111 1.091
106 C 4.4907 8.1005 -3.3909  C105 1.509, C107 1.509, O108 1.211
107 C 4.9926 8.5472 -2.0402  C106 1.509, H112 1.091, H113 1.091, H114 1.088
108 O 3.3207 7.8544 -3.5819  C106 1.211
109 H 5.0156 7.6451 -5.4081  C105 1.089
110 H 5.9836 8.9393 -4.6796  C105 1.091
111 H 6.2668 7.2355 -4.2211  C105 1.091
112 H 5.4433 9.5380 -2.1194  C107 1.091
113 H 5.7262 7.8339 -1.6606  C107 1.091
114 H 4.1586 8.5968 -1.3427  C107 1.088
115 C -5.7328 -4.0848 5.9038  C116 1.510, H119 1.089, H120 1.091, H121 1.091
116 C -6.1604 -4.3110 4.4739  C115 1.510, C117 1.507, O118 1.212
117 C -5.2042 -5.0593 3.5820  C116 1.507, H122 1.091, H123 1.089, H124 1.089
118 O -7.2271 -3.9066 4.0645  C116 1.212
119 H -6.5118 -3.5361 6.4311  C115 1.089
120 H -5.5783 -5.0431 6.4026  C115 1.091
121 H -4.8119 -3.5000 5.9292  C115 1.091
122 H -5.0268 -6.0591 3.9798  C117 1.091
123 H -4.2618 -4.5190 3.5060  C117 1.089
124 H -5.6369 -5.1497 2.5865  C117 1.089

DFT total energy   -3571.74567 Ha
Net charge   0
HOMO energy   -9.2 eV
Structure (SMILES)   O=C(F)N(C(=O)F)[PH](Cl)(CCF)CCF.CC(C)=O.CC(C)=O.CC(C)=O.CC(C)=O.CC(C)=O.CC(C)=O.CC(C)=O.CC(C)=O.CC(C)=O.CC(C)=O
M   850.4 u
F_max   0.0531 Eh/bohr
ΔE to the lowest compared entry with this formula, charge and spin   0.00 kcal/mol